{
  "formula": "C44H52ClF7N4O8S2Ta",
  "method": "ωB97M-V/def2-TZVPD",
  "e_above_lowest_ev": 0.440,
  "total_energy_ha": -4541.0138,
  "lumo_energy_ev": -4.587,
  "total_charge": 1,
  "largest_force_ha_per_bohr": 0.062,
  "molar_mass_da": 1178.4,
  "species": ["Ta", "F", "C", "F", "F", "S", "O", "O", "N", "S", "O", "O", "C", "F", "F", "F", "C", "C", "C", "C", "C", "C", "C", "C", "C", "C", "C", "C", "N", "C", "C", "C", "C", "C", "C", "F", "H", "H", "H", "H", "H", "H", "H", "H", "H", "H", "H", "H", "H", "H", "H", "H", "H", "H", "H", "H", "H", "O", "Cl", "O", "O", "O", "N", "C", "C", "C", "C", "C", "C", "H", "H", "H", "H", "H", "H", "H", "C", "C", "C", "C", "C", "C", "C", "C", "N", "C", "C", "C", "C", "C", "C", "C", "C", "C", "C", "H", "H", "H", "H", "H", "H", "H", "H", "H", "H", "H", "H", "H", "H", "H", "H", "H", "H", "H", "H", "H", "H", "H", "H"],
  "positions_angstrom": [[0.315, -1.009, 0.249], [5.393, 0.195, 1.001], [5.001, -0.383, 2.130], [5.031, -1.706, 1.987], [5.786, -0.016, 3.120], [3.252, 0.136, 2.456], [2.550, -0.148, 1.203], [3.295, 1.497, 2.858], [2.833, -0.862, 3.594], [1.486, -1.627, 3.587], [0.760, -1.576, 4.798], [0.679, -1.305, 2.373], [2.046, -3.386, 3.370], [3.000, -3.651, 4.239], [2.535, -3.505, 2.136], [1.042, -4.228, 3.541], [-3.823, -2.102, -1.887], [-3.573, -0.600, -1.727], [-2.336, -0.229, -2.530], [-3.563, -0.015, -0.308], [-4.467, 1.033, -0.158], [-4.680, 1.656, 1.053], [-4.063, 1.142, 2.170], [-3.155, 0.082, 2.114], [-2.802, -0.377, 3.547], [-1.884, 0.632, 4.253], [-2.293, -1.788, 3.830], [-2.802, -0.411, 0.827], [-1.722, -1.389, 0.670], [-2.165, -2.717, 0.876], [-3.515, -3.088, 0.971], [-3.895, -4.405, 1.135], [-2.949, -5.415, 1.249], [-1.605, -5.080, 1.226], [-1.274, -3.762, 1.048], [0.053, -3.418, 1.105], [-3.964, -2.307, -2.949], [-4.725, -2.423, -1.369], [-2.977, -2.697, -1.548], [-4.422, -0.113, -2.208], [-1.495, -0.827, -2.196], [-2.102, 0.830, -2.430], [-2.503, -0.439, -3.588], [-5.037, 1.361, -1.018], [-5.364, 2.490, 1.134], [-4.318, 1.547, 3.142], [-3.767, -0.322, 4.057], [-0.848, 0.491, 3.954], [-1.931, 0.470, 5.330], [-2.186, 1.660, 4.052], [-1.334, -1.976, 3.369], [-3.008, -2.546, 3.526], [-2.147, -1.879, 4.907], [-4.273, -2.322, 0.917], [-4.948, -4.646, 1.184], [-3.253, -6.444, 1.376], [-0.824, -5.817, 1.352], [1.916, -2.832, -2.573], [1.363, -3.080, -1.317], [1.215, -4.436, -1.026], [0.000, -2.415, -1.262], [2.048, -2.355, -0.260], [3.175, -0.031, -1.573], [4.135, -0.777, -2.290], [4.302, -0.573, -3.657], [5.232, -1.318, -4.364], [6.007, -2.271, -3.720], [5.830, -2.489, -2.361], [4.898, -1.752, -1.650], [3.435, 0.090, -0.607], [2.991, 0.858, -2.016], [3.704, 0.180, -4.160], [5.363, -1.145, -5.424], [6.743, -2.840, -4.272], [6.428, -3.232, -1.849], [4.756, -1.926, -0.590], [0.918, -0.857, -5.199], [0.685, 0.325, -4.299], [0.531, 1.607, -4.807], [0.327, 2.667, -3.937], [0.189, 4.080, -4.437], [0.237, 2.433, -2.569], [0.341, 1.151, -2.010], [0.602, 0.130, -2.929], [0.190, 0.835, -0.603], [0.015, 2.037, 0.299], [1.259, 2.956, 0.255], [0.999, 4.216, 1.091], [0.870, 3.807, 2.556], [-0.312, 2.845, 2.689], [-1.593, 3.583, 2.308], [-1.491, 3.987, 0.839], [-0.287, 4.909, 0.628], [-1.343, 2.717, -0.001], [-0.112, 1.613, 1.773], [1.110, -0.538, -6.222], [0.039, -1.506, -5.203], [1.762, -1.453, -4.850], [0.581, 1.779, -5.875], [0.263, 4.124, -5.521], [0.968, 4.718, -4.015], [-0.773, 4.501, -4.140], [0.081, 3.318, -1.980], [0.758, -0.874, -2.599], [1.555, 3.232, -0.750], [2.090, 2.397, 0.691], [1.844, 4.897, 0.967], [0.702, 4.685, 3.185], [1.785, 3.325, 2.889], [-0.373, 2.496, 3.722], [-1.712, 4.466, 2.940], [-2.466, 2.943, 2.455], [-2.404, 4.504, 0.533], [-0.428, 5.828, 1.202], [-0.208, 5.192, -0.427], [-1.494, 2.945, -1.049], [-2.126, 2.007, 0.274], [0.788, 1.104, 2.104], [-0.975, 0.947, 1.887]],
  "atomic_forces_ev_per_a": [[-1.8139, 1.6842, 1.3179], [-0.0162, 0.0316, 0.0234], [-0.1630, -0.1978, -0.0297], [0.0775, 0.0839, -0.0274], [-0.0783, -0.0194, 0.0267], [0.1954, -0.0091, -0.1162], [-0.0275, -0.0204, -0.5942], [0.0952, 0.0984, 0.1045], [-0.2250, 0.1441, 0.0478], [0.4538, -0.2215, 0.1084], [-0.0689, 0.0497, 0.0983], [-0.5301, -0.2767, -0.7189], [0.0984, 0.0158, -0.2674], [-0.0436, 0.1189, 0.1241], [0.0016, -0.0750, 0.0661], [-0.1245, 0.0840, 0.0019], [-0.0982, 0.1745, 0.0075], [0.2810, -0.1757, -0.0589], [-0.3397, 0.0864, 0.0596], [-0.0451, -0.1126, -0.0101], [-0.1009, 0.0323, 0.0209], [-0.0007, -0.0026, 0.0569], [-0.1834, -0.0845, -0.1406], [-0.1000, -0.2187, -0.0993], [0.3886, -0.0779, 0.0981], [-0.2722, -0.2136, 0.1137], [-0.1851, 0.1402, -0.0946], [-0.3066, 0.3087, -0.1532], [1.6912, 0.3501, -0.1965], [-0.2403, -0.5207, 0.2979], [0.0985, 0.2242, 0.0042], [-0.0083, -0.0406, 0.0453], [-0.0297, 0.0744, 0.0099], [0.0648, -0.1719, -0.0025], [-0.1573, 0.1067, 0.0312], [0.1025, 0.2413, 0.0218], [0.0101, -0.0120, -0.0037], [0.0251, -0.0714, 0.0268], [-0.0024, -0.0703, -0.0078], [0.0161, 0.0300, 0.0387], [0.0315, 0.0430, -0.0661], [0.0667, -0.0155, -0.0133], [0.0758, -0.0505, -0.0135], [0.0491, -0.0262, -0.0375], [-0.0292, -0.0188, 0.0029], [0.0278, -0.0220, 0.0152], [0.0030, 0.0520, -0.0585], [-0.0082, -0.0085, 0.0466], [0.0108, -0.0162, 0.0215], [0.0245, -0.1416, 0.0823], [0.0557, -0.1257, -0.1233], [-0.0125, -0.1227, -0.0718], [-0.0075, -0.0179, -0.0062], [-0.0225, 0.0267, -0.0358], [-0.0002, 0.0138, 0.0017], [0.0239, -0.0105, 0.0091], [0.0173, 0.0238, -0.0094], [0.1774, 0.1373, -0.1045], [0.6595, -2.2109, -2.2245], [0.0033, -0.1754, 0.2380], [-0.6443, 1.1147, 0.7127], [-0.0618, 1.1486, 1.1892], [0.1780, -0.1884, -0.1181], [0.0396, 0.0309, -0.0594], [-0.0396, 0.0242, 0.0111], [0.0178, -0.0016, -0.0082], [0.0234, -0.0922, -0.0269], [-0.0056, 0.0242, -0.0247], [-0.0924, 0.0356, 0.0343], [0.0299, 0.1686, 0.0284], [-0.0481, 0.0503, 0.0860], [0.0200, 0.0137, 0.0026], [-0.0116, 0.0150, -0.0014], [-0.0100, -0.0036, -0.0037], [-0.0067, -0.0053, 0.0024], [0.0509, -0.0043, 0.0016], [-0.0702, 0.0018, 0.0651], [0.0068, -0.0425, 0.0152], [0.0186, 0.0102, 0.1156], [-0.0150, -0.0331, -0.0367], [-0.0071, -0.0249, 0.0455], [-0.0176, 0.0954, 0.2297], [0.2421, -0.1394, -0.6382], [-0.0025, 0.1344, 0.1662], [0.3028, -1.4824, 0.5035], [-0.1194, 0.1812, 0.3300], [-0.1109, -0.0576, -0.0512], [0.0043, 0.0376, 0.0320], [-0.0949, -0.0694, -0.1764], [0.0823, 0.1672, 0.1766], [0.0475, 0.0086, -0.0609], [-0.0308, 0.0516, 0.0791], [0.0152, -0.0647, 0.0009], [0.0169, -0.0544, -0.0174], [0.0079, -0.0566, -0.1985], [0.0115, -0.0340, -0.0143], [0.0088, -0.0089, -0.0509], [0.0288, 0.0039, -0.0440], [0.0209, 0.0111, -0.0049], [-0.0041, 0.0201, -0.0048], [0.0097, 0.0093, -0.0298], [-0.0031, 0.0202, -0.0409], [-0.0249, -0.0518, 0.1302], [0.0184, -0.1020, 0.0326], [-0.0070, -0.0151, -0.0462], [0.0522, 0.0177, -0.0318], [0.0183, -0.0437, -0.0086], [-0.0253, -0.0248, 0.0228], [0.1266, 0.0051, 0.0665], [0.1097, 0.0998, -0.1707], [0.0118, -0.0070, 0.0421], [0.0807, 0.1491, -0.0533], [-0.0125, -0.0336, -0.0196], [0.0058, 0.0360, -0.0439], [-0.0008, 0.0362, 0.0057], [0.0097, -0.0090, -0.0464], [0.0760, 0.0817, -0.0413], [0.0948, 0.0069, 0.0461], [0.0934, 0.0181, 0.0156]],
  "mulliken_charge": [-0.1215, -0.1809, 0.6314, -0.1932, -0.2075, 1.3171, -0.2042, -0.7012, -0.6295, 1.1399, -0.6324, -0.6898, 0.6717, -0.2221, -0.1428, -0.2066, -1.8157, 0.1459, -1.4043, 0.8612, -0.8168, -1.3259, -0.5537, 0.8215, 0.3955, -0.9308, -1.9093, -0.6114, 1.8020, 0.0042, 0.0424, -0.9347, -0.7508, -1.0370, 0.1711, 0.3909, 0.6043, 0.4289, 0.0925, 0.8386, 0.0621, 0.1315, 0.7177, 0.4080, 0.4275, 0.5164, 0.7391, -0.2442, 0.7005, 0.2422, 0.0994, 0.3148, 0.5608, 0.5931, 0.4938, 0.4606, 0.5462, -0.5079, 1.8976, -0.6671, -0.8382, -0.5382, 0.0321, 0.1655, -0.2908, -0.8422, -0.5397, -0.9961, 0.0360, -0.2424, 0.2277, 0.5245, 0.4325, 0.4077, 0.4419, 0.4137, -1.6521, 0.3119, -1.1213, -0.4934, -1.9066, -0.4418, 1.5484, 0.9726, 0.6446, 1.9572, -1.1484, 0.1628, -1.7219, 0.3691, -1.1034, 0.0469, -1.6360, -0.7676, -0.7684, 0.4869, 0.3063, 0.2082, 0.4218, 0.4501, 0.3445, 0.3422, 0.8483, -0.6957, 0.9542, -0.1615, 0.3389, 0.6566, 0.5493, 0.6414, 0.5602, -0.0109, 0.5589, 0.6520, 0.4824, 1.2470, -0.9212, -0.0711, -0.4643]
}

---

{
  "formula": "C3H4",
  "method": "ωB97M-V/def2-TZVPD",
  "e_above_lowest_ev": 5.284,
  "total_energy_ha": -116.4427,
  "lumo_energy_ev": [-1.012, -1.854],
  "largest_force_ha_per_bohr": 0.119,
  "molar_mass_da": 40.1,
  "species": ["C", "C", "C", "H", "H", "H", "H"],
  "positions_angstrom": [[2.278, -0.114, -0.029], [1.121, -0.019, 0.130], [-1.556, 0.000, -0.038], [3.391, 0.027, 0.000], [-2.075, -0.456, -0.843], [-1.444, -0.548, 0.794], [-1.715, 1.110, -0.014]],
  "atomic_forces_ev_per_a": [[5.8734, 0.4005, -0.1212], [-6.1199, 0.1049, -0.1445], [0.8810, 3.4787, -1.9587], [-1.9020, -0.4967, -0.1858], [0.3187, -0.5934, -0.9544], [0.3613, -1.5720, 3.0407], [0.5876, -1.3219, 0.3239]],
  "nbo_charge": [-0.4641, -0.0524, -0.2762, 0.2446, 0.1750, 0.1748, 0.1982]
}